# 1
Below is a molecular structure, C56H51NO4P2Sc, with properties calculated with ωB97M-V/def2-TZVPD.

Max |F|   2.378 eV/Å
Energy relative to the best compared isomer or geometry (same formula, charge and spin)   0.000 eV
Net charge   +1
E_LUMO   -2.795 eV

Geometry as XYZ:
```
115
Properties=species:S:1:pos:R:3:lowdin_charge:R:1
Sc -22.18 -5.13 3.82 0.805
C -18.52 -0.55 2.36 0.011
C -18.71 -0.99 3.82 -0.534
C -17.98 -0.01 4.73 0.025
O -18.21 -2.35 4.00 -0.054
C -19.37 -3.21 3.61 -0.125
C -20.56 -2.44 4.12 -0.159
O -20.11 -1.07 4.21 -0.003
C -21.48 -2.74 5.41 -0.322
O -21.95 -4.08 5.34 -0.222
C -22.71 -1.79 5.26 -0.138
C -23.90 -2.20 4.65 -0.049
C -24.93 -1.30 4.36 -0.077
C -24.84 0.04 4.73 -0.065
C -23.67 0.45 5.39 -0.064
C -22.63 -0.43 5.66 -0.008
C -20.77 -2.44 6.77 -0.113
C -19.40 -2.22 7.04 -0.018
C -18.92 -2.19 8.36 -0.066
C -19.80 -2.31 9.45 -0.070
C -21.16 -2.50 9.19 -0.062
C -21.64 -2.54 7.87 -0.030
C -19.18 -4.78 3.80 -0.304
O -20.38 -5.38 3.25 -0.267
C -17.90 -5.30 3.00 -0.093
C -16.75 -4.60 2.52 -0.015
C -15.76 -5.30 1.82 -0.083
C -15.82 -6.68 1.58 -0.074
C -16.97 -7.35 2.03 -0.077
C -17.96 -6.69 2.75 -0.039
C -18.93 -5.29 5.24 -0.131
C -19.78 -6.22 5.83 -0.050
C -19.61 -6.67 7.14 -0.063
C -18.50 -6.26 7.89 -0.058
C -17.63 -5.33 7.30 -0.063
C -17.82 -4.87 6.00 -0.021
H -17.45 -0.58 2.08 0.099
H -18.92 0.47 2.25 0.096
H -19.09 -1.21 1.66 0.089
H -16.90 -0.01 4.54 0.105
H -18.20 -0.26 5.75 0.066
H -18.41 0.98 4.54 0.101
H -19.42 -3.18 2.49 0.147
H -21.33 -2.51 3.34 0.135
H -24.04 -3.26 4.42 0.066
H -25.80 -1.67 3.85 0.095
H -25.62 0.74 4.48 0.100
H -23.59 1.47 5.72 0.103
H -21.72 -0.09 6.15 0.124
H -18.71 -2.09 6.24 0.074
H -17.86 -2.13 8.54 0.103
H -19.42 -2.25 10.46 0.098
H -21.86 -2.64 9.98 0.095
H -22.69 -2.73 7.70 0.121
H -16.63 -3.54 2.69 0.096
H -14.91 -4.72 1.49 0.101
H -15.01 -7.19 1.07 0.101
H -17.13 -8.42 1.84 0.099
H -18.80 -7.23 3.16 0.105
H -20.61 -6.63 5.26 0.064
H -20.33 -7.35 7.57 0.096
H -18.34 -6.66 8.87 0.096
H -16.79 -4.94 7.85 0.104
H -17.08 -4.23 5.55 0.123
C -24.95 -8.07 1.51 -0.162
N -24.25 -7.09 2.31 -0.472
P -23.16 -7.59 3.59 0.962
C -22.13 -8.80 2.75 -0.336
C -21.25 -8.34 1.73 -0.086
C -20.45 -9.26 1.05 -0.058
C -20.60 -10.64 1.30 -0.053
C -21.46 -11.08 2.30 -0.065
C -22.22 -10.18 3.06 -0.062
C -23.94 -8.39 4.97 -0.384
C -23.11 -8.92 6.00 -0.088
C -23.71 -9.61 7.05 -0.054
C -25.11 -9.81 7.09 -0.050
C -25.90 -9.38 6.01 -0.060
C -25.33 -8.60 4.99 -0.084
P -24.08 -5.34 1.90 0.988
C -25.64 -4.75 1.23 -0.360
C -26.84 -5.34 1.66 -0.102
C -28.03 -5.03 0.97 -0.058
C -28.04 -4.03 -0.03 -0.055
C -26.84 -3.42 -0.40 -0.062
C -25.63 -3.76 0.21 -0.070
C -22.96 -5.26 0.50 -0.405
C -21.84 -4.41 0.48 -0.101
C -21.02 -4.34 -0.64 -0.045
C -21.30 -5.13 -1.77 -0.042
C -22.42 -5.98 -1.76 -0.048
C -23.30 -6.01 -0.65 -0.071
H -25.20 -8.91 2.17 0.078
H -24.32 -8.46 0.66 0.094
H -25.89 -7.64 1.10 0.081
H -21.18 -7.27 1.52 0.088
H -19.72 -8.89 0.32 0.114
H -20.04 -11.35 0.70 0.108
H -21.56 -12.13 2.51 0.103
H -22.88 -10.52 3.85 0.104
H -22.03 -8.78 5.94 0.107
H -23.08 -9.97 7.85 0.109
H -25.56 -10.28 7.95 0.109
H -26.95 -9.60 5.98 0.105
H -25.96 -8.15 4.21 0.099
H -26.86 -6.04 2.49 0.101
H -28.94 -5.60 1.21 0.112
H -28.98 -3.74 -0.50 0.111
H -26.83 -2.70 -1.22 0.113
H -24.70 -3.31 -0.12 0.109
H -21.59 -3.78 1.34 0.081
H -20.18 -3.66 -0.65 0.108
H -20.68 -5.08 -2.64 0.108
H -22.65 -6.58 -2.62 0.106
H -24.22 -6.59 -0.69 0.104
```


# 2
Below is C3H8N2O6S in the gas phase, with properties calculated with ωB97M-V/def2-TZVPD.

SMILES string   CCOS(=O)(=O)O/[N+]([O-])=N/OC
Max |F|   3.928 eV/Å
Energy relative to the best compared isomer or geometry (same formula, charge and spin)   0.243 eV
E_LUMO   0.515 eV

Geometry as XYZ:
```
20
Properties=species:S:1:pos:R:3:nbo_charge:R:1
C -0.47 -3.51 -1.45 -0.645
C -0.65 -2.01 -1.10 -0.075
O 0.45 -1.31 -1.65 -0.700
S 1.50 -0.55 -0.79 2.581
O 1.36 -0.91 0.52 -0.915
O 2.76 -0.50 -1.44 -0.866
O 1.00 1.04 -0.92 -0.511
N 0.16 1.34 0.11 0.487
O -0.85 0.64 0.23 -0.456
N 0.48 2.36 0.78 0.044
O -0.56 2.56 1.67 -0.353
C -0.46 3.75 2.44 -0.253
H 0.42 -3.94 -0.95 0.220
H -1.40 -4.12 -1.45 0.229
H -0.27 -3.51 -2.55 0.219
H -0.53 -1.74 -0.08 0.216
H -1.63 -1.76 -1.38 0.201
H 0.17 3.47 3.20 0.181
H -1.36 3.98 2.95 0.206
H -0.08 4.72 1.87 0.190
```


Question: Among the records above, which one has the lowest E_LUMO?
Answer: C56H51NO4P2Sc


Question: Which value of E_LUMO does entry 1 give?
Answer: -2.795 eV